Entry 1:
Density functional theory data (the ωB97M-V functional and the def2-TZVPD basis) for a structure of composition C41H28Cl2N11O4SSeW.

Output
Calculated total energy = -170598.3450 eV
Frontier orbital gap = 6.30 eV
ΔE to the lowest compared entry with this formula, charge and spin = 32.7 kJ/mol
Charge = +1

Element x y z (Å)
W1 0.230 -0.651 -0.368
N1 -0.882 -4.694 -2.589
C1 -0.758 -3.399 -2.214
S1 -1.481 -2.860 -0.764
N2 -0.048 -2.635 -2.999
N3 0.011 -1.324 -2.576
C2 0.276 -0.479 -3.507
C3 0.536 -0.829 -4.920
C4 -0.444 -1.350 -5.755
C5 -0.139 -1.619 -7.079
C6 1.144 -1.392 -7.562
C7 2.125 -0.881 -6.725
C8 1.817 -0.590 -5.403
C9 0.264 0.935 -3.105
C10 0.375 1.984 -3.996
C11 0.244 3.282 -3.518
C12 -0.051 3.479 -2.185
C13 -0.178 2.376 -1.350
N4 0.000 1.135 -1.800
H1 -1.498 -5.306 -2.083
H2 -0.601 -4.944 -3.523
H3 -1.439 -1.535 -5.373
H4 -0.902 -2.012 -7.735
H5 1.378 -1.612 -8.594
H6 3.123 -0.700 -7.099
H7 2.574 -0.175 -4.747
H8 0.551 1.783 -5.041
H9 0.347 4.121 -4.191
H10 -0.197 4.468 -1.773
H11 -0.424 2.490 -0.308
O1 2.090 -6.527 4.264
N5 1.909 -6.370 3.085
O2 2.276 -7.120 2.208
C14 1.294 -5.092 2.660
C15 0.398 -4.558 3.509
C16 -0.295 -3.356 3.145
C17 -1.296 -2.763 3.937
C18 -1.919 -1.628 3.488
C19 -1.538 -1.077 2.255
N6 -0.602 -1.634 1.506
C20 0.022 -2.753 1.936
C21 1.003 -3.310 1.064
N7 1.245 -2.633 -0.094
C22 2.104 -3.147 -0.963
C23 2.765 -4.356 -0.721
C24 2.557 -5.030 0.449
C25 1.638 -4.510 1.384
H12 0.194 -5.044 4.451
H13 -1.564 -3.207 4.886
H14 -2.690 -1.138 4.063
H15 -1.990 -0.169 1.875
H16 2.278 -2.585 -1.868
H17 3.449 -4.732 -1.466
H18 3.075 -5.955 0.650
Cl1 -2.248 2.671 2.504
C26 -1.668 4.132 1.742
C27 -2.474 4.646 0.733
C28 -2.125 5.805 0.066
C29 -0.936 6.436 0.403
C30 -0.140 5.912 1.399
Cl2 1.333 6.753 1.796
C31 -0.478 4.758 2.133
N8 0.352 4.368 3.159
C32 0.165 3.287 4.066
C33 -0.576 3.483 5.225
C34 -0.807 2.435 6.098
C35 -0.297 1.175 5.808
C36 0.466 0.989 4.667
C37 0.720 2.043 3.795
C38 1.609 1.814 2.591
C39 1.063 0.721 1.748
O3 1.534 -0.425 1.702
O4 0.083 0.951 0.925
H19 -3.391 4.124 0.499
H20 -2.770 6.212 -0.699
H21 -0.619 7.341 -0.094
H22 1.077 5.032 3.393
H23 -0.994 4.463 5.412
H24 -1.392 2.597 6.993
H25 -0.471 0.349 6.483
H26 0.903 0.016 4.468
H27 2.619 1.553 2.906
H28 1.656 2.705 1.962
N9 -1.737 -0.090 -0.503
C40 -2.741 0.368 -0.928
N10 -3.852 0.776 -1.278
C41 -4.171 1.722 -2.138
N11 -4.481 2.561 -2.863
Se1 2.428 -0.052 -0.994

=====

Entry 2:
Density functional theory data (the ωB97M-V functional and the def2-TZVPD basis) for a cluster of 3 separate species, C4H10NO in total.

Output
Calculated total energy = -7835.1278 eV
Frontier orbital gap = 6.35 eV
ΔE to the lowest compared entry with this formula, charge and spin = 597.2 kJ/mol
Charge = +1

Element x y z (Å)
C1 1.977 -0.848 0.365
C2 -1.235 0.102 0.267
C3 -1.631 -1.235 0.220
C4 -0.547 2.087 -0.547
N1 1.800 -1.846 -0.490
O1 -0.138 2.573 0.633
H1 2.027 -0.982 1.471
H2 2.281 0.085 -0.108
H3 -0.984 0.492 1.288
H4 -1.893 -1.787 1.103
H5 -2.018 -1.636 -0.734
H6 0.149 1.962 -1.352
H7 -1.711 2.280 -0.880
H8 1.681 -2.802 -0.090
H9 1.827 -1.806 -1.422
H10 -0.925 2.724 1.238

=====

| no. | lowest unoccupied orbital energy (eV) |
| --- | --- |
| 1 | -4.181 |
| 2 | -5.757 |